Density functional theory data (wB97M-V/def2-TZVPD) for a molecular structure, C21H39NP2Pb.

XYZ file:
```
64
Properties=species:S:1:pos:R:3:nbo_charge:R:1
P 0.28 -2.31 -2.64 1.61
P 0.38 1.74 -2.10 1.57
C 0.01 -0.75 -3.44 -0.98
C 0.99 0.37 -3.16 -0.74
H -1.42 -0.51 -2.98 0.30
H -0.20 -0.89 -4.51 0.24
H 1.95 0.02 -2.75 0.22
H 1.21 0.85 -4.12 0.25
C -0.07 3.11 -3.17 -0.97
H -0.35 3.96 -2.53 0.26
H -0.92 2.85 -3.82 0.26
H 0.79 3.41 -3.79 0.25
C 1.72 2.37 -1.09 -0.99
H 2.20 3.18 -1.65 0.26
H 2.50 1.63 -0.87 0.29
H 1.35 2.80 -0.15 0.30
C -0.68 -3.57 -3.54 -0.96
H -0.78 -4.46 -2.91 0.25
H -0.15 -3.83 -4.47 0.25
H -1.68 -3.19 -3.79 0.27
C 1.98 -2.84 -2.58 -1.00
H 2.66 -1.98 -2.52 0.26
H 2.18 -3.38 -3.52 0.27
H 2.14 -3.52 -1.73 0.26
Pb 2.28 0.25 2.12 0.33
C -1.28 1.14 -1.58 -0.50
C -2.11 0.29 -2.53 -0.49
C -3.35 -0.26 -1.79 -0.38
C -3.17 -1.45 -0.78 -0.49
C -2.16 -2.42 -1.16 -0.08
C -0.73 -2.22 -1.10 -0.60
C -0.19 -0.95 -0.27 -0.43
C -0.95 0.39 -0.26 -0.45
C 1.73 -1.62 3.15 -1.14
H -1.89 2.04 -1.34 0.24
H -2.46 0.89 -3.39 0.20
H -4.07 -0.61 -2.54 0.21
H -3.78 0.60 -1.23 0.19
H -3.06 -1.06 0.25 0.22
H -4.14 -1.98 -0.79 0.22
H -2.49 -3.44 -1.37 0.19
H -0.28 -3.12 -0.62 0.24
H 0.87 -0.78 -0.54 0.20
H -0.18 -1.30 0.78 0.27
H -1.87 0.32 0.34 0.23
H -0.31 1.07 0.32 0.24
H 2.65 -1.95 3.64 0.21
H 1.39 -2.39 2.46 0.18
H 0.96 -1.39 3.89 0.23
C 3.39 1.94 5.06 -0.64
C 1.91 1.89 5.04 0.09
C 1.04 2.36 6.04 -0.35
C -0.27 2.05 5.61 -0.33
C -0.16 1.40 4.37 0.07
C -1.27 0.83 3.58 -0.63
N 1.18 1.34 4.02 -0.59
H 3.83 0.96 5.28 0.20
H 3.69 2.62 5.87 0.21
H 3.80 2.31 4.11 0.21
H 1.35 2.87 6.94 0.20
H -1.22 2.24 6.12 0.19
H -1.30 -0.27 3.63 0.20
H -2.22 1.20 4.00 0.21
H -1.23 1.14 2.52 0.19
```

Properties
Energy relative to the best compared isomer or geometry (same formula, charge and spin) in kJ/mol: 0.0
Spin multiplicity: 1
Lowest unoccupied orbital energy (spin up / spin down) in eV: -0.1 / -0.5
Largest force on an atom in Eh/bohr: 0.0873
Highest occupied orbital energy (spin up / spin down) in eV: -5.4 / -4.4

Density functional theory data (wB97M-V/def2-TZVPD) for 2 unconnected molecules or ions with the total composition C4H6Cl2O.

XYZ file:
```
13
Properties=species:S:1:pos:R:3:nbo_charge:R:1
C -0.91 -1.11 0.09 0.02
C 0.30 0.74 -0.55 0.27
C -1.79 -1.71 -0.92 -0.81
C 1.90 1.62 1.10 -0.29
O 0.59 1.50 0.46 -0.51
Cl -1.82 -0.48 1.39 0.01
Cl 1.70 0.09 -1.38 -0.08
H -1.44 -2.55 -1.57 0.25
H -2.89 -1.95 -0.56 0.21
H -1.84 -0.94 -1.71 0.29
H 2.60 2.05 0.28 0.22
H 1.96 0.51 1.46 0.22
H 1.64 2.25 1.89 0.20
```

Properties
Energy relative to the best compared isomer or geometry (same formula, charge and spin) in kJ/mol: 579.4
Spin multiplicity: 1
Lowest unoccupied orbital energy in eV: -0.5
Largest force on an atom in Eh/bohr: 0.0655
Highest occupied orbital energy in eV: -7.9

Density functional theory data (wB97M-V/def2-TZVPD) for a molecular structure, C31H22N5O3RuSSe.

XYZ file:
```
64
Properties=species:S:1:pos:R:3:nbo_charge:R:1
Ru -1.31 -0.75 0.62 0.78
O -0.14 2.16 3.20 -0.51
C -0.33 1.14 2.56 0.65
N -1.22 0.97 1.54 -0.45
C -2.11 1.92 1.10 0.24
C -2.28 3.20 1.61 -0.25
C -3.26 4.03 1.09 -0.16
C -4.05 3.60 0.03 -0.16
C -3.89 2.35 -0.52 -0.23
C -2.93 1.48 0.00 0.16
N -2.67 0.19 -0.39 -0.45
C -3.27 -0.44 -1.45 0.65
O -4.11 0.01 -2.19 -0.52
C -2.69 -1.82 -1.63 0.11
C -3.03 -2.57 -2.75 -0.18
C -2.42 -3.79 -2.95 -0.13
C -1.51 -4.25 -2.00 -0.21
C -1.26 -3.46 -0.89 0.08
N -1.83 -2.27 -0.71 -0.40
C 0.42 -0.13 2.82 0.11
C 1.30 -0.20 3.89 -0.18
C 1.94 -1.40 4.15 -0.13
C 1.69 -2.47 3.31 -0.21
C 0.82 -2.32 2.25 0.09
N 0.20 -1.17 2.00 -0.44
H -1.65 3.52 2.43 0.27
H -3.40 5.01 1.51 0.23
H -4.81 4.26 -0.37 0.23
H -4.51 2.01 -1.34 0.27
H -3.74 -2.15 -3.45 0.26
H -2.64 -4.39 -3.82 0.24
H -1.00 -5.19 -2.12 0.24
H -0.59 -3.81 -0.11 0.21
H 1.42 0.68 4.50 0.26
H 2.61 -1.49 4.99 0.24
H 2.17 -3.43 3.48 0.24
H 0.62 -3.15 1.58 0.21
Se -3.53 -1.73 2.14 0.10
C -2.25 -2.17 3.32 -0.01
N -1.44 -2.47 4.08 -0.40
O 0.06 -0.57 -1.52 -0.95
S 1.35 -0.56 -0.76 1.24
C 2.66 -0.52 -2.01 -0.17
C 2.48 0.06 -3.25 -0.23
C 3.49 -0.05 -4.19 -0.18
C 4.65 -0.74 -3.88 -0.18
C 4.82 -1.32 -2.63 -0.20
C 3.81 -1.21 -1.69 -0.23
C 1.49 1.14 -0.15 -0.19
C 0.61 2.10 -0.60 -0.26
C 0.68 3.39 -0.09 -0.19
C 1.65 3.70 0.86 -0.18
C 2.53 2.72 1.31 -0.19
C 2.44 1.43 0.81 -0.24
H 1.56 0.57 -3.49 0.24
H 3.37 0.38 -5.17 0.23
H 5.43 -0.85 -4.63 0.23
H 5.72 -1.86 -2.40 0.23
H 3.91 -1.68 -0.72 0.22
H -0.13 1.85 -1.36 0.24
H -0.01 4.15 -0.42 0.23
H 1.72 4.70 1.25 0.23
H 3.27 2.96 2.05 0.23
H 3.12 0.66 1.15 0.23
```

Properties
Charge: +1
Energy relative to the best compared isomer or geometry (same formula, charge and spin) in kJ/mol: 144.6
Spin multiplicity: 1
Lowest unoccupied orbital energy (spin up / spin down) in eV: -5.6 / -5.6
Largest force on an atom in Eh/bohr: 0.0459
Highest occupied orbital energy (spin up / spin down) in eV: -11.1 / -11.1

Density functional theory data (wB97M-V/def2-TZVPD) for a molecular structure, C32H38N5O2P2S3Y.

XYZ file:
```
83
Properties=species:S:1:pos:R:3:mulliken_spin:R:1
Y 0.95 1.28 0.04 -0.04
C -4.08 3.82 -0.01 0.01
C -3.18 4.86 -0.69 0.00
N -1.95 5.13 0.03 0.02
C -0.99 4.12 0.18 0.09
S -0.72 3.06 -1.18 0.01
N -0.38 4.11 1.32 -0.05
N 0.61 3.16 1.46 0.25
C 1.30 3.25 2.60 0.13
C 1.01 4.34 3.59 -0.02
C 2.30 2.28 2.84 0.18
C 3.04 2.18 4.05 -0.02
C 3.99 1.22 4.22 0.08
C 4.24 0.30 3.17 0.15
C 3.49 0.42 2.03 -0.06
N 2.55 1.36 1.83 0.17
H -4.99 3.65 -0.59 0.00
H -4.37 4.15 0.99 0.00
H -3.55 2.87 0.09 0.00
H -3.71 5.81 -0.79 0.00
H -2.92 4.52 -1.69 0.00
H -2.09 5.57 0.93 0.00
H 0.77 5.26 3.06 0.00
H 1.85 4.52 4.25 0.00
H 0.13 4.10 4.20 0.01
H 2.83 2.88 4.85 0.02
H 4.54 1.16 5.15 0.01
H 4.98 -0.48 3.25 0.01
H 3.65 -0.26 1.20 0.01
C 2.20 -2.19 -5.24 0.00
C 2.43 -2.41 -3.76 0.00
O 3.12 -1.30 -3.15 0.00
P 2.37 0.10 -2.85 0.00
S 3.41 0.98 -1.41 0.00
S 0.45 -0.14 -2.52 0.00
O 2.52 0.90 -4.24 0.00
C 3.81 1.37 -4.67 0.00
C 3.82 2.88 -4.64 0.00
H 1.75 -3.08 -5.67 0.00
H 3.14 -1.99 -5.76 0.00
H 1.53 -1.35 -5.40 0.00
H 3.08 -3.26 -3.58 0.00
H 1.49 -2.57 -3.24 0.00
H 3.96 0.99 -5.68 0.00
H 4.59 0.96 -4.03 0.00
H 3.02 3.28 -5.26 0.00
H 4.78 3.26 -5.01 0.00
H 3.68 3.23 -3.62 0.00
N -0.29 -0.23 0.94 0.04
P -1.15 -1.49 0.87 -0.01
C -2.82 -1.24 0.17 0.00
C -3.91 -2.07 0.43 0.00
C -5.14 -1.82 -0.15 0.00
C -5.30 -0.73 -1.00 0.00
C -4.23 0.11 -1.25 0.00
C -3.00 -0.14 -0.67 0.00
C -0.47 -2.88 -0.11 0.00
C -1.18 -3.60 -1.06 0.00
C -0.56 -4.62 -1.78 0.00
C 0.77 -4.92 -1.56 0.00
C 1.49 -4.19 -0.62 0.00
C 0.88 -3.18 0.10 0.00
C -1.46 -2.27 2.49 0.00
C -1.37 -1.45 3.61 0.00
C -1.60 -1.96 4.88 0.00
C -1.92 -3.30 5.04 0.00
C -1.99 -4.13 3.93 0.00
C -1.76 -3.62 2.66 0.00
H -3.80 -2.92 1.10 0.00
H -5.98 -2.47 0.06 0.00
H -6.27 -0.53 -1.45 0.00
H -4.35 0.97 -1.90 0.00
H -2.17 0.53 -0.84 0.00
H -2.22 -3.36 -1.26 0.00
H -1.13 -5.17 -2.53 0.00
H 1.26 -5.71 -2.12 0.00
H 2.54 -4.41 -0.45 0.00
H 1.44 -2.59 0.81 0.00
H -1.10 -0.41 3.46 0.00
H -1.53 -1.31 5.74 0.00
H -2.10 -3.70 6.03 0.00
H -2.22 -5.19 4.05 0.00
H -1.80 -4.28 1.80 0.00
```

Properties
<S²>: 0.77
Charge: -1
Energy relative to the best compared isomer or geometry (same formula, charge and spin) in kJ/mol: 0.0
Spin multiplicity: 2
Lowest unoccupied orbital energy (spin up / spin down) in eV: 2.6 / 2.6
Largest force on an atom in Eh/bohr: 0.0023
Highest occupied orbital energy (spin up / spin down) in eV: -2.4 / -4.4

Density functional theory data (wB97M-V/def2-TZVPD) for a gas-phase ion, C3H7O2 (charge -1).

XYZ file:
```
12
Properties=species:S:1:pos:R:3:nbo_charge:R:1
O 0.85 -1.47 1.29 -0.95
C 1.27 -0.31 0.78 0.01
C 0.11 0.52 0.08 -0.49
C -0.88 -0.39 -0.61 -0.08
O -2.10 0.30 -0.97 -0.74
H 1.97 -0.48 -0.12 0.04
H 1.76 0.34 1.54 0.08
H -0.32 1.12 0.92 0.17
H 0.53 1.22 -0.69 0.16
H -1.06 -1.31 -0.05 0.21
H -0.29 -0.73 -1.51 0.13
H -1.83 1.18 -0.66 0.46
```

Properties
Charge: -1
Energy relative to the best compared isomer or geometry (same formula, charge and spin) in kJ/mol: 242.8
Spin multiplicity: 1
SMILES: [O-]CCCO
Lowest unoccupied orbital energy in eV: 4.1
Largest force on an atom in Eh/bohr: 0.0359
Highest occupied orbital energy in eV: -2.3

Density functional theory data (wB97M-V/def2-TZVPD) for a molecular structure, CH3I3Si.

XYZ file:
```
8
Properties=species:S:1:pos:R:3:mulliken_spin:R:1
C 1.73 0.79 0.54 1.51
Si -1.51 -0.15 -0.10 0.01
I 2.89 1.92 -0.79 0.23
I 2.71 -0.85 1.39 0.23
I -0.13 -1.97 -1.06 0.01
H -2.00 0.43 -1.54 0.00
H -1.19 0.79 0.88 0.00
H -2.50 -0.95 0.68 0.00
```

Properties
<S²>: 2.02
Energy relative to the best compared isomer or geometry (same formula, charge and spin) in kJ/mol: 416.7
Spin multiplicity: 3
Lowest unoccupied orbital energy (spin up / spin down) in eV: -0.2 / -2.5
Largest force on an atom in Eh/bohr: 0.0716
Highest occupied orbital energy (spin up / spin down) in eV: -8.3 / -9.3

Density functional theory data (wB97M-V/def2-TZVPD) for 2 unconnected molecules or ions with the total composition C4H12S2.

XYZ file:
```
18
Properties=species:S:1:pos:R:3:nbo_charge:R:1
C 0.45 0.11 -2.93 -0.62
C -0.37 -1.12 -2.61 -0.50
S -0.27 -1.56 -0.83 -0.05
H 0.46 0.24 -4.01 0.21
H 1.47 -0.11 -2.63 0.22
H 0.03 0.96 -2.40 0.21
H -1.42 -1.04 -2.93 0.21
H 0.03 -2.01 -3.08 0.21
H -0.29 -0.28 -0.41 0.10
C -0.27 1.44 2.41 -0.62
C 0.63 0.24 2.62 -0.50
S -0.36 -1.31 2.83 -0.07
H -0.96 1.54 3.24 0.22
H -0.79 1.36 1.46 0.20
H 0.33 2.34 2.25 0.21
H 1.20 -0.08 1.75 0.21
H 1.35 0.37 3.42 0.22
H -1.23 -1.08 1.85 0.12
```

Properties
Energy relative to the best compared isomer or geometry (same formula, charge and spin) in kJ/mol: 43.0
Spin multiplicity: 1
SMILES: CCS.CCS
Lowest unoccupied orbital energy in eV: 0.9
Largest force on an atom in Eh/bohr: 0.0347
Highest occupied orbital energy in eV: -8.8

Density functional theory data (wB97M-V/def2-TZVPD) for C4H8N2S in the gas phase.

XYZ file:
```
15
Properties=species:S:1:pos:R:3:nbo_charge:R:1
H 1.11 -0.83 -1.64 0.34
N 1.96 -0.78 -1.09 -0.69
C 1.84 0.00 -0.09 0.28
N 0.75 0.72 0.36 -0.65
C -0.52 0.82 -0.22 0.00
C -1.14 2.02 -0.34 -0.45
S -1.35 -0.63 -0.76 0.25
C -0.93 -1.79 0.57 -0.74
H 2.72 0.17 0.54 0.17
H 0.95 1.45 1.05 0.40
H -2.14 2.09 -0.67 0.21
H -0.63 2.93 -0.14 0.20
H -1.51 -2.73 0.37 0.24
H 0.11 -2.04 0.56 0.23
H -1.23 -1.40 1.52 0.22
```

Properties
Energy relative to the best compared isomer or geometry (same formula, charge and spin) in kJ/mol: 143.3
Spin multiplicity: 1
SMILES: [H]/N=C\NC(=C)SC
Lowest unoccupied orbital energy in eV: 0.8
Largest force on an atom in Eh/bohr: 0.0308
Highest occupied orbital energy in eV: -8.5

Density functional theory data (wB97M-V/def2-TZVPD) for 11 unconnected molecules or ions with the total composition C40H70F2O33.

XYZ file:
```
145
Properties=species:S:1:pos:R:3:lowdin_charge:R:1
O 1.51 4.95 4.29 0.15
C 2.29 4.76 3.39 -0.63
O 3.51 5.24 3.31 0.10
C 4.08 4.92 1.99 0.02
C 3.21 3.72 1.67 -0.42
F 3.66 2.66 2.15 0.19
O 2.02 4.10 2.29 0.13
H 4.12 5.70 1.23 0.14
H 5.11 4.61 2.18 0.14
H 3.02 3.63 0.60 0.16
O 1.80 -3.41 -1.44 0.13
C 0.97 -3.60 -2.32 -0.51
O -0.36 -3.16 -2.20 0.04
C -1.00 -3.72 -3.38 -0.06
C -0.13 -4.86 -3.73 -0.33
F -0.22 -4.97 -5.07 0.09
O 1.16 -4.51 -3.25 0.17
H -1.99 -4.13 -3.19 0.14
H -1.10 -2.92 -4.11 0.15
H -0.50 -5.80 -3.33 0.18
C -2.67 2.26 -2.62 -0.01
C -1.07 2.26 -2.78 -0.15
O -0.73 2.74 -4.06 0.05
C 0.48 2.86 -4.42 -0.60
O 1.48 2.84 -3.70 0.11
O 0.40 3.23 -5.71 -0.01
C 1.46 3.50 -6.55 -0.06
H -2.95 2.40 -1.57 0.06
H -3.09 1.29 -2.89 0.05
H -3.18 3.01 -3.22 0.07
H -0.63 1.27 -2.64 0.12
H -0.76 2.94 -1.98 0.10
H 2.26 2.95 -6.06 0.09
H 1.64 4.57 -6.55 0.10
H 1.37 3.24 -7.61 0.09
C 3.89 -7.51 1.19 -0.07
C 3.43 -6.23 1.84 -0.17
O 4.50 -5.33 1.51 0.01
C 4.29 -3.99 1.55 -0.51
O 3.25 -3.47 1.92 0.09
O 5.37 -3.36 1.01 -0.02
C 5.40 -1.91 1.01 -0.01
H 4.95 -7.78 1.25 0.08
H 3.75 -7.52 0.11 0.08
H 3.41 -8.44 1.47 0.08
H 3.32 -6.19 2.92 0.14
H 2.56 -5.78 1.37 0.08
H 6.24 -1.61 1.63 0.10
H 4.42 -1.48 1.20 0.09
H 5.56 -1.82 -0.07 0.09
C 0.66 -7.32 -0.14 -0.02
C 0.29 -5.88 0.42 -0.17
O 0.13 -5.90 1.85 0.02
C -0.14 -4.75 2.47 -0.60
O -0.41 -3.69 1.87 0.09
O 0.02 -4.98 3.72 0.03
C 0.05 -3.93 4.68 -0.01
H 1.59 -7.71 0.25 0.03
H 0.88 -7.30 -1.21 0.07
H -0.08 -8.09 0.07 0.08
H -0.58 -5.42 -0.05 0.12
H 1.20 -5.29 0.26 0.09
H -0.70 -3.17 4.47 0.09
H 1.01 -3.44 4.56 0.10
H -0.07 -4.25 5.72 0.10
C 8.05 1.16 -0.67 -0.07
C 6.77 1.85 -1.10 -0.21
O 5.87 0.82 -1.55 0.02
C 4.53 0.95 -1.50 -0.55
O 3.90 2.03 -1.32 0.07
O 3.99 -0.13 -1.99 0.01
C 2.74 -0.10 -2.72 0.00
H 8.88 1.86 -0.59 0.08
H 8.30 0.28 -1.26 0.08
H 7.97 0.80 0.36 0.07
H 6.91 2.47 -1.98 0.12
H 6.38 2.55 -0.36 0.12
H 2.79 -1.07 -3.21 0.09
H 2.75 0.69 -3.47 0.09
H 1.82 -0.16 -2.14 0.08
C -8.21 0.66 -1.42 -0.06
C -7.49 1.88 -0.75 -0.21
O -6.14 1.51 -0.43 -0.02
C -5.35 2.27 0.47 -0.48
O -5.58 3.39 0.87 0.13
O -4.20 1.52 0.67 -0.07
C -3.14 1.94 1.61 0.03
H -9.21 0.91 -1.75 0.07
H -8.35 -0.17 -0.74 0.06
H -7.66 0.32 -2.30 0.07
H -8.12 2.19 0.08 0.12
H -7.53 2.69 -1.48 0.12
H -2.82 2.88 1.16 0.08
H -2.40 1.13 1.69 0.07
H -3.62 2.21 2.54 0.10
C -2.69 -1.42 -0.97 -0.06
C -3.98 -1.89 -1.55 -0.19
O -4.85 -2.03 -0.45 0.06
C -5.79 -2.90 -0.44 -0.55
O -5.92 -3.86 -1.22 0.09
O -6.63 -2.54 0.59 -0.02
C -7.65 -3.37 1.05 -0.08
H -2.79 -0.70 -0.16 0.08
H -1.99 -1.08 -1.73 0.08
H -2.20 -2.25 -0.46 0.08
H -3.91 -2.82 -2.11 0.12
H -4.37 -1.03 -2.09 0.13
H -8.45 -3.59 0.34 0.09
H -8.19 -2.90 1.87 0.09
H -7.21 -4.30 1.41 0.10
C -2.53 7.84 -2.48 -0.07
C -2.50 6.35 -2.59 -0.24
O -2.08 5.86 -1.34 -0.02
C -2.87 5.72 -0.23 -0.47
O -4.08 5.87 -0.18 0.12
O -2.17 5.24 0.91 -0.04
C -0.76 4.93 0.82 -0.04
H -1.55 8.25 -2.22 0.08
H -3.19 8.11 -1.66 0.08
H -2.90 8.37 -3.36 0.08
H -1.84 6.02 -3.40 0.12
H -3.49 5.99 -2.88 0.12
H -0.22 5.81 0.47 0.09
H -0.49 4.12 0.14 0.07
H -0.29 4.67 1.77 0.08
O 1.07 2.10 -0.38 0.10
C 0.90 1.08 0.30 -0.59
O -0.24 0.84 0.85 0.06
C -0.10 -0.17 1.82 -0.09
C 1.14 -0.94 1.25 -0.07
O 1.81 0.15 0.61 0.06
H 0.01 0.23 2.83 0.11
H -0.95 -0.85 1.83 0.12
H 0.86 -1.70 0.52 0.11
H 1.69 -1.57 1.95 0.11
O 2.02 -0.95 7.03 0.09
C 1.83 0.13 6.42 -0.49
O 1.87 1.35 6.96 0.10
C 1.86 2.29 5.88 -0.13
C 1.24 1.56 4.73 -0.17
O 1.68 0.30 5.08 0.05
H 1.18 3.12 6.09 0.13
H 2.80 2.69 5.50 0.14
H 1.58 1.97 3.78 0.12
H 0.15 1.56 4.81 0.14
```

Properties
Energy relative to the best compared isomer or geometry (same formula, charge and spin) in kJ/mol: 0.0
Spin multiplicity: 1
SMILES: O=C1OC[C@@H](F)O1.O=C1OC[C@@H](F)O1.CCOC(=O)OC.CCOC(=O)OC.CCOC(=O)OC.CCOC(=O)OC.CCOC(=O)OC.CCOC(=O)OC.CCOC(=O)OC.O=C1OCCO1.O=C1OCCO1
Lowest unoccupied orbital energy in eV: 0.2
Largest force on an atom in Eh/bohr: 0.1273
Highest occupied orbital energy in eV: -10.1

Density functional theory data (wB97M-V/def2-TZVPD) for C6H11N in the gas phase.

XYZ file:
```
18
Properties=species:S:1:pos:R:3:nbo_charge:R:1
C -3.04 -0.52 0.39 -0.52
C -2.30 0.60 0.43 0.02
N -1.17 0.85 -0.33 -0.62
C 0.02 1.43 0.29 -0.24
C 1.21 0.51 0.35 -0.20
C 1.36 -0.64 -0.30 -0.17
C 2.69 -1.29 -0.64 -0.64
H -2.75 -1.41 -0.16 0.19
H -3.98 -0.61 0.93 0.20
H -2.45 1.28 1.26 0.18
H -1.02 0.31 -1.16 0.38
H -0.18 1.78 1.29 0.21
H 0.23 2.30 -0.34 0.20
H 1.94 0.78 1.10 0.19
H 0.55 -0.93 -0.95 0.17
H 3.47 -0.60 -0.35 0.22
H 2.70 -1.57 -1.68 0.22
H 2.74 -2.27 -0.14 0.22
```

Properties
Energy relative to the best compared isomer or geometry (same formula, charge and spin) in kJ/mol: 195.1
Spin multiplicity: 1
SMILES: C=CNC/C=C/C
Lowest unoccupied orbital energy in eV: 1.2
Largest force on an atom in Eh/bohr: 0.0363
Highest occupied orbital energy in eV: -7.9